Density functional theory data (the ωB97M-V functional and the def2-TZVPD basis) for a single C5H3NO molecule.

Element x y z (Å)
C (-1.996, 1.172, 0.224)
C (-1.246, 0.246, -0.043)
C (-0.344, -0.876, -0.178)
C (1.164, -0.681, -0.166)
C (1.655, 0.671, 0.087)
H (-2.672, 1.944, 0.569)
H (-0.668, -1.693, -0.862)
H (1.784, -1.297, -0.770)
N (1.892, 1.810, 0.236)
O (0.430, -1.295, 0.902)

Energy relative to the best compared isomer or geometry (same formula, charge and spin) ... 283.33 kJ/mol
SMILES ... C#C[C@@H]1O[C@@H]1C#N
E_LUMO ... 0.8 eV
Spin multiplicity ... 1